Record 1
{
  "formula": "C20H29N3OP2Ru",
  "method": "the ωB97M-V functional and the def2-TZVPD basis",
  "e_above_lowest_ev": 1.254,
  "spin_multiplicity": 5,
  "charge": 2,
  "lumo_ev": [-7.539, -9.333],
  "gap_ev": [4.68, 5.06],
  "e_homo_ev": [-12.2, -14.4],
  "symbols": ["C", "C", "C", "C", "C", "C", "C", "C", "C", "C", "C", "C", "C", "H", "H", "H", "H", "H", "H", "H", "N", "Ru", "C", "H", "H", "C", "H", "H", "P", "P", "C", "H", "H", "H", "C", "H", "H", "H", "C", "H", "H", "H", "C", "H", "H", "H", "H", "H", "N", "C", "N", "O", "H", "H", "H", "H"],
  "positions_angstrom": [[-1.00, 1.74, -4.77], [-0.45, 2.03, -3.51], [-1.28, 2.52, -2.48], [-2.66, 2.78, -2.73], [-3.17, 2.52, -4.04], [-2.36, 1.96, -5.01], [-3.44, 3.22, -1.65], [-2.85, 3.68, -0.46], [-1.47, 3.42, -0.26], [-0.79, 3.86, 0.89], [-1.54, 4.42, 1.94], [-2.92, 4.64, 1.79], [-3.56, 4.33, 0.60], [-0.35, 1.29, -5.52], [-4.21, 2.78, -4.25], [-2.76, 1.69, -5.99], [-4.50, 3.37, -1.80], [-1.03, 4.65, 2.88], [-3.48, 5.09, 2.62], [-4.62, 4.56, 0.44], [-0.84, 2.47, -1.12], [-0.05, 0.27, -0.16], [0.98, 1.75, -3.18], [1.46, 2.55, -2.60], [1.55, 1.54, -4.09], [0.67, 3.58, 1.00], [1.21, 3.88, 0.09], [1.09, 4.09, 1.89], [1.01, 0.28, -2.02], [0.92, 1.74, 1.13], [0.30, 1.41, 2.81], [0.44, 0.34, 3.04], [0.84, 2.02, 3.55], [-0.77, 1.64, 2.85], [2.70, 1.63, 1.31], [3.03, 2.20, 2.21], [2.99, 0.58, 1.43], [3.19, 2.04, 0.42], [0.48, -1.04, -3.18], [1.05, -1.02, -4.12], [0.63, -2.01, -2.68], [-0.58, -0.90, -3.38], [2.80, -0.03, -1.96], [2.97, -0.89, -1.30], [3.20, -0.25, -2.96], [3.29, 0.86, -1.55], [-1.52, 1.34, -0.85], [-1.40, 0.31, -1.13], [1.44, -3.02, 2.50], [0.82, -2.42, 1.43], [0.04, -3.19, 0.69], [1.01, -1.19, 1.19], [1.16, -3.97, 2.76], [2.03, -2.47, 3.09], [-0.38, -2.84, -0.18], [-0.11, -4.16, 0.94]],
  "lowdin_spin": [0.0953, 0.0304, 0.0788, 0.0293, 0.0969, 0.0196, 0.2955, 0.0270, 0.0846, 0.0368, 0.0962, 0.0206, 0.1088, 0.0044, 0.0029, -0.0011, 0.0127, 0.0046, -0.0011, 0.0034, 0.2900, 2.0470, 0.0185, -0.0008, 0.0026, 0.0099, 0.0006, 0.0013, 0.0887, 0.0929, 0.0133, 0.0002, 0.0022, 0.0018, 0.0388, 0.0072, 0.0008, 0.0001, 0.0295, 0.0053, 0.0016, 0.0035, 0.0143, 0.0007, 0.0032, 0.0001, 0.0407, 0.0952, 0.0064, 0.0145, 0.0066, 0.1077, 0.0008, 0.0003, 0.0090, -0.0001]
}



Record 2
{
  "formula": "C36H28F6N2O5PSr",
  "method": "the ωB97M-V functional and the def2-TZVPD basis",
  "e_above_lowest_ev": 0.000,
  "charge": -1,
  "lumo_ev": 2.241,
  "gap_ev": 6.70,
  "e_homo_ev": -4.5,
  "symbols": ["Sr", "O", "C", "C", "C", "C", "C", "C", "C", "O", "N", "N", "C", "C", "C", "C", "C", "C", "C", "O", "H", "H", "H", "H", "H", "H", "H", "H", "H", "H", "C", "C", "O", "C", "F", "F", "F", "C", "F", "F", "F", "H", "H", "H", "O", "P", "C", "C", "C", "C", "C", "C", "C", "C", "C", "C", "C", "C", "C", "C", "C", "C", "C", "C", "H", "H", "H", "H", "H", "H", "H", "H", "H", "H", "H", "H", "H", "H", "H"],
  "positions_angstrom": [[1.49, 1.86, 0.33], [2.27, 0.90, -4.18], [2.38, -0.44, -4.15], [2.38, -1.11, -5.37], [2.45, -2.49, -5.41], [2.52, -3.22, -4.23], [2.53, -2.55, -3.02], [2.47, -1.15, -2.95], [2.48, -0.44, -1.63], [2.43, 0.85, -1.68], [2.56, -1.21, -0.57], [2.50, -0.46, 0.62], [2.64, -1.12, 1.70], [2.51, -0.59, 3.07], [2.61, -1.56, 4.07], [2.53, -1.25, 5.42], [2.35, 0.08, 5.77], [2.25, 1.07, 4.82], [2.30, 0.79, 3.43], [2.18, 1.73, 2.56], [2.28, 1.18, -3.23], [2.32, -0.52, -6.28], [2.44, -3.00, -6.36], [2.57, -4.30, -4.25], [2.60, -3.09, -2.09], [2.87, -2.19, 1.63], [2.76, -2.59, 3.76], [2.60, -2.02, 6.17], [2.30, 0.36, 6.82], [2.12, 2.11, 5.10], [-0.27, 4.23, 1.45], [0.37, 4.78, 0.14], [1.46, 4.12, -0.28], [0.73, 6.26, 0.38], [-0.37, 7.05, 0.56], [1.48, 6.40, 1.48], [1.42, 6.81, -0.63], [-0.73, 4.70, -0.96], [-0.48, 5.45, -2.04], [-0.84, 3.42, -1.38], [-1.98, 5.03, -0.53], [0.49, 4.19, 2.23], [-0.68, 3.22, 1.31], [-1.09, 4.88, 1.74], [-0.60, 0.62, 0.41], [-1.47, -0.57, 0.12], [-1.30, -1.00, -1.62], [-1.52, -2.28, -2.12], [-1.36, -2.53, -3.48], [-0.99, -1.51, -4.33], [-0.78, -0.23, -3.84], [-0.94, 0.03, -2.49], [-3.18, -0.15, 0.46], [-4.24, -1.01, 0.16], [-5.54, -0.63, 0.43], [-5.80, 0.61, 1.00], [-4.75, 1.47, 1.30], [-3.44, 1.09, 1.03], [-1.04, -1.99, 1.11], [-1.67, -2.20, 2.34], [-1.27, -3.24, 3.16], [-0.24, -4.08, 2.75], [0.40, -3.87, 1.54], [0.01, -2.82, 0.72], [-1.78, -3.09, -1.46], [-1.50, -3.54, -3.86], [-0.84, -1.71, -5.39], [-0.46, 0.57, -4.50], [-0.74, 1.02, -2.12], [-4.06, -1.98, -0.30], [-6.36, -1.29, 0.20], [-6.82, 0.91, 1.21], [-4.94, 2.44, 1.74], [-2.62, 1.75, 1.24], [-2.47, -1.55, 2.66], [-1.75, -3.39, 4.12], [0.08, -4.89, 3.40], [1.22, -4.50, 1.23], [0.56, -2.63, -0.19]],
  "mulliken_charge": [2.0091, -0.7993, 0.4828, -0.6768, -0.2636, -0.9254, -0.3491, 0.1008, 0.9150, -0.9713, -0.6104, 0.1760, -0.8864, 0.8055, -0.4896, -0.8612, -0.3307, -0.6747, 0.3700, -0.8481, 0.3161, 0.4168, 0.3894, 0.4001, 0.4655, 0.3399, 0.2942, 0.3841, 0.3564, 0.3987, -1.6177, 1.8903, -1.3132, 0.4629, -0.3100, -0.2771, -0.2431, 0.4289, -0.3145, -0.0756, -0.3348, 0.3894, 0.0552, 0.5107, -0.1735, 1.4324, 0.4748, -0.0695, -0.9413, -0.4286, -0.4030, -0.5611, 0.0445, -0.4506, -0.6684, -0.4267, -0.6780, -0.2763, 0.3057, -0.7703, -0.7374, -0.5427, -0.8719, 0.0082, 0.4074, 0.3873, 0.4002, 0.3298, 0.4127, 0.3616, 0.4101, 0.3792, 0.4329, 0.1007, 0.3805, 0.4114, 0.3914, 0.4320, 0.3113]
}



Record 3
{
  "formula": "C6H8IrLiO6",
  "method": "the ωB97M-V functional and the def2-TZVPD basis",
  "e_above_lowest_ev": 3.588,
  "spin_multiplicity": 5,
  "charge": 2,
  "lumo_ev": [-9.819, -12.594],
  "gap_ev": [7.99, 4.91],
  "e_homo_ev": [-17.8, -17.5],
  "symbols": ["O", "C", "C", "O", "O", "C", "H", "H", "H", "H", "O", "C", "C", "O", "O", "C", "H", "H", "H", "H", "Ir", "Li"],
  "positions_angstrom": [[0.21, 0.79, 2.03], [-0.19, -0.45, 1.59], [-0.92, 1.66, 1.91], [-0.31, -0.46, 0.14], [-1.56, -0.59, 2.08], [-2.12, 0.72, 2.10], [-0.93, 2.13, 0.92], [-0.85, 2.42, 2.69], [-2.85, 0.83, 1.28], [-2.62, 0.87, 3.06], [1.80, -0.18, -0.72], [0.75, -1.07, -0.53], [1.44, 0.66, -1.80], [1.16, -2.22, 0.00], [0.27, -1.34, -1.85], [0.71, -0.31, -2.74], [2.35, 1.09, -2.23], [0.78, 1.47, -1.46], [1.39, -0.75, -3.49], [-0.15, 0.15, -3.24], [0.77, -2.21, 1.83], [0.87, -3.22, -1.57]],
  "lowdin_spin": [0.0350, 0.1817, 0.0089, 0.0792, 0.1618, 0.0231, 0.0007, 0.0002, 0.0100, 0.0009, 0.0227, 0.0415, 0.0030, 0.4327, 0.0139, 0.0030, 0.0003, 0.0007, 0.0000, 0.0008, 2.9693, 0.0105]
}



Record 4
{
  "formula": "C4H5MgO3Tl",
  "method": "the ωB97M-V functional and the def2-TZVPD basis",
  "spin_multiplicity": 2,
  "charge": 1,
  "lumo_ev": [-5.314, -5.319],
  "gap_ev": [6.16, 6.19],
  "e_homo_ev": [-11.5, -11.5],
  "symbols": ["O", "Tl", "O", "C", "C", "H", "H", "H", "O", "C", "C", "Mg", "H", "H"],
  "positions_angstrom": [[1.56, 1.00, 0.57], [-0.02, 2.73, -0.99], [1.20, 2.38, 0.56], [0.81, 0.26, 1.35], [0.38, -1.06, 1.28], [-0.42, -1.68, 1.70], [0.55, 0.86, 2.23], [1.19, -1.22, 2.18], [-0.32, -1.48, -2.07], [-1.02, -0.39, -2.08], [-1.23, 0.39, -0.98], [0.50, -2.27, -0.55], [-1.88, 0.52, -0.12], [-1.31, -0.02, -3.08]],
  "lowdin_spin": [0.0063, 0.0495, 0.0085, 0.0137, 0.0306, 0.0019, 0.0008, 0.0094, 0.0240, 0.0945, 0.6938, 0.0068, 0.0410, 0.0193]
}



Record 5
{
  "formula": "C4H5OSm",
  "method": "the ωB97M-V functional and the def2-TZVPD basis",
  "e_above_lowest_ev": 1.838,
  "spin_multiplicity": 7,
  "charge": 3,
  "lumo_ev": [-14.044, -15.530],
  "gap_ev": [8.75, 6.06],
  "e_homo_ev": [-22.8, -21.6],
  "symbols": ["H", "C", "C", "C", "C", "O", "Sm", "H", "H", "H", "H"],
  "positions_angstrom": [[0.96, 0.32, 1.53], [0.64, 0.53, -1.89], [0.63, -0.08, -0.70], [0.33, 0.63, 0.57], [-0.80, 0.11, 1.35], [-1.25, -1.01, 1.42], [-2.90, -2.64, 2.66], [0.43, 1.60, -1.99], [0.85, -1.15, -0.63], [0.87, -0.03, -2.80], [0.25, 1.72, 0.49]],
  "lowdin_spin": [0.0151, 0.2636, 0.1752, -0.0359, -0.2870, -0.1584, 6.0049, 0.0091, 0.0075, 0.0097, -0.0037]
}



Record 6
{
  "formula": "C6H8F3N3",
  "method": "the ωB97M-V functional and the def2-TZVPD basis",
  "e_above_lowest_ev": 3.766,
  "charge": 0,
  "lumo_ev": [-0.716, -0.711],
  "gap_ev": [7.17, 8.75],
  "e_homo_ev": [-7.9, -9.5],
  "symbols": ["C", "C", "C", "C", "C", "C", "N", "N", "N", "F", "F", "F", "H", "H", "H", "H", "H", "H", "H", "H"],
  "positions_angstrom": [[-0.01, 2.96, 0.44], [-0.42, 0.92, 0.14], [-1.23, -1.39, -0.61], [-0.17, -1.01, 1.72], [-0.46, -0.49, 0.36], [1.97, -0.88, -0.77], [0.00, 1.79, 1.08], [-0.35, 2.89, -0.86], [-0.65, 1.55, -1.03], [1.83, -0.43, -2.01], [2.06, -2.24, -0.90], [3.06, -0.39, -0.12], [0.21, 3.97, 0.74], [-1.08, -1.15, -1.67], [-2.23, -1.08, -0.62], [-1.03, -2.48, -0.25], [0.27, -0.30, 2.27], [-1.21, -1.47, 2.05], [0.43, -1.90, 1.88], [-0.99, 1.12, -1.84]],
  "mulliken_charge": [-0.0791, 0.2151, -1.5218, -1.5226, 1.0205, 0.5613, -0.6115, -0.7632, 0.3636, -0.2089, -0.2335, -0.2210, 0.4451, 0.3462, 0.5200, 0.3305, 0.5173, 0.3041, 0.3417, 0.1962]
}



Question: Which value of charge does entry 4 give?
Answer: +1



Question: Which of these has the lowest charge?
Answer: C36H28F6N2O5PSr



Copy entry 5 word for word.
{
  "formula": "C4H5OSm",
  "method": "the ωB97M-V functional and the def2-TZVPD basis",
  "e_above_lowest_ev": 1.838,
  "spin_multiplicity": 7,
  "charge": 3,
  "lumo_ev": [-14.044, -15.530],
  "gap_ev": [8.75, 6.06],
  "e_homo_ev": [-22.8, -21.6],
  "symbols": ["H", "C", "C", "C", "C", "O", "Sm", "H", "H", "H", "H"],
  "positions_angstrom": [[0.96, 0.32, 1.53], [0.64, 0.53, -1.89], [0.63, -0.08, -0.70], [0.33, 0.63, 0.57], [-0.80, 0.11, 1.35], [-1.25, -1.01, 1.42], [-2.90, -2.64, 2.66], [0.43, 1.60, -1.99], [0.85, -1.15, -0.63], [0.87, -0.03, -2.80], [0.25, 1.72, 0.49]],
  "lowdin_spin": [0.0151, 0.2636, 0.1752, -0.0359, -0.2870, -0.1584, 6.0049, 0.0091, 0.0075, 0.0097, -0.0037]
}